Entry 1:
{
  "formula": "C5H4N2",
  "method": "ωB97M-V with the def2-TZVPD basis set",
  "elements": ["N", "N", "C", "C", "C", "C", "C", "H", "H", "H", "H"],
  "positions_angstrom": [[-1.82, 0.82, 0.66], [-0.61, 1.26, 0.20], [0.23, 0.16, -0.05], [1.61, 0.20, -0.46], [2.77, 0.13, -0.81], [-0.49, -0.96, 0.29], [-1.77, -0.48, 0.68], [-0.15, -1.99, 0.30], [-0.94, 1.81, -0.59], [3.79, 0.09, -1.13], [-2.68, -1.02, 0.88]],
  "lowdin_charge": [0.011, 0.007, -0.281, -0.070, 0.122, -0.018, -0.162, 0.107, 0.149, 0.033, 0.102],
  "spin_multiplicity": 1,
  "charge": 0,
  "homo_lumo_gap_ev": 9.947,
  "smiles": "C#Cc1ccn[nH]1"
}

---

Entry 2:
{
  "formula": "C5H4N2",
  "method": "ωB97M-V with the def2-TZVPD basis set",
  "elements": ["N", "N", "C", "C", "C", "C", "C", "H", "H", "H", "H"],
  "positions_angstrom": [[-2.21, -0.74, 0.11], [-0.81, 1.05, -1.30], [-1.01, -0.68, 0.53], [-0.06, 0.25, -0.13], [-0.24, 1.67, -0.39], [2.51, -0.45, -0.13], [1.33, -0.19, -0.20], [-0.59, -1.36, 1.28], [0.26, 2.61, -0.23], [3.55, -0.71, -0.14], [-2.73, -1.45, 0.61]],
  "lowdin_charge": [0.106, 0.222, -0.206, -0.389, -0.093, 0.126, -0.085, 0.115, 0.123, 0.030, 0.051],
  "spin_multiplicity": 1,
  "charge": 0,
  "homo_lumo_gap_ev": 10.184,
  "smiles": "[H]/N=C/[C@]1(C#C)C=N1"
}

---

Entry 3:
{
  "formula": "C5H4N2",
  "method": "ωB97M-V with the def2-TZVPD basis set",
  "elements": ["N", "N", "C", "C", "C", "C", "C", "H", "H", "H", "H"],
  "positions_angstrom": [[1.00, -1.32, -0.02], [1.50, 1.37, -1.11], [-2.52, -1.05, 0.15], [0.06, -0.46, -0.03], [1.75, 1.44, 0.11], [-1.35, -0.78, 0.07], [0.39, 1.00, -0.13], [2.56, 1.68, 0.79], [-3.56, -1.29, 0.22], [0.62, -2.27, 0.03], [-0.44, 1.69, -0.07]],
  "lowdin_charge": [0.165, 0.173, 0.137, -0.386, -0.101, -0.075, -0.245, 0.117, 0.033, 0.064, 0.118],
  "spin_multiplicity": 1,
  "charge": 0,
  "homo_lumo_gap_ev": 10.509,
  "smiles": "[H]/N=C(\\C#C)[C@H]1C=N1"
}

---

Entry 4:
{
  "formula": "C5H4N2",
  "method": "ωB97M-V with the def2-TZVPD basis set",
  "elements": ["N", "N", "C", "C", "C", "C", "C", "H", "H", "H", "H"],
  "positions_angstrom": [[-0.48, 1.12, 0.51], [-1.71, 0.65, 0.12], [-1.51, -0.55, -0.33], [1.89, 0.44, 0.37], [-0.08, -0.94, -0.24], [3.09, 0.60, 0.02], [0.53, 0.23, 0.41], [0.79, -0.52, -0.92], [0.23, -1.97, -0.06], [-0.37, 2.09, 0.75], [-2.36, -1.15, -0.64]],
  "lowdin_charge": [0.066, 0.077, -0.097, -0.279, -0.050, -0.011, -0.324, 0.192, 0.139, 0.169, 0.117],
  "spin_multiplicity": 1,
  "charge": 0,
  "homo_lumo_gap_ev": [8.822, 8.822]
}

---

Entry 5:
{
  "formula": "C5H4N2",
  "method": "ωB97M-V with the def2-TZVPD basis set",
  "elements": ["N", "N", "C", "C", "C", "C", "C", "H", "H", "H", "H"],
  "positions_angstrom": [[-2.06, -0.92, 0.51], [-2.23, 1.07, -0.49], [-0.15, 0.42, 0.71], [-1.57, 0.37, 0.29], [-1.29, -1.63, -0.13], [0.59, -0.64, 0.34], [0.00, -1.81, -0.31], [0.55, -2.49, -0.93], [1.67, -0.63, 0.40], [0.27, 1.34, 1.07], [-1.97, 2.05, -0.63]],
  "lowdin_charge": [0.179, 0.180, -0.033, -0.476, -0.053, -0.093, -0.066, 0.090, 0.109, 0.100, 0.064],
  "spin_multiplicity": 1,
  "charge": 0,
  "homo_lumo_gap_ev": [7.954, 7.955],
  "smiles": "[H]/N=C1\\C=CC=C=N1"
}

---

Entry 6:
{
  "formula": "C5H4N2",
  "method": "ωB97M-V with the def2-TZVPD basis set",
  "elements": ["N", "N", "C", "C", "C", "C", "C", "H", "H", "H", "H"],
  "positions_angstrom": [[-2.09, 0.53, 0.82], [-1.78, 1.53, -0.15], [2.40, -0.84, -0.16], [1.30, -0.34, -0.05], [-0.58, 1.34, -0.59], [-0.01, 0.13, 0.02], [-1.06, -0.23, 0.97], [-1.00, -1.05, 1.67], [3.39, -1.20, -0.18], [-0.46, -1.87, -1.05], [-0.12, 2.00, -1.30]],
  "lowdin_charge": [0.029, 0.032, 0.159, -0.135, -0.129, -0.241, -0.168, 0.110, 0.039, 0.190, 0.113],
  "spin_multiplicity": 1,
  "charge": 0,
  "homo_lumo_gap_ev": [8.799, 7.434]
}

---

E, record by record: -8226.936 -8224.966 -8225.586 -8223.724 -8225.921 -8222.735 eV
Relative energy (zero: lowest compared OMol25 entry of this formula, charge and spin), record by record: 59.0 104.4 90.1 133.1 82.4 155.9 kcal/mol